A cluster of 14 separate species, CH29O14 in total at a distorted geometry. Source: the OMol25 dataset; level of theory: ωB97M-V with the def2-TZVPD basis set.

Geometry (Å):
C1 4.07600 1.16700 -8.15500
O1 2.96100 1.51400 -8.94400
H1 3.74100 0.52400 -7.37500
H2 4.49700 2.01800 -7.66200
H3 4.80800 0.71200 -8.75300
O2 6.44400 3.26800 -5.71900
H4 6.67600 3.61100 -6.58000
H5 6.32700 2.31500 -5.84300
O3 3.91400 2.77900 -4.36300
H6 3.23500 2.67300 -5.06200
H7 4.59000 3.34500 -4.70200
O4 3.20600 -1.16600 -9.60400
H8 3.30200 -0.24200 -9.29900
H9 3.33000 -1.69200 -8.83800
O5 1.20200 0.63000 -10.89300
H10 0.36100 1.05600 -10.66000
H11 1.79700 0.79600 -10.17900
O6 0.77100 3.53300 -9.51700
H12 0.81100 4.46300 -9.78900
H13 1.55600 3.29000 -9.06400
O7 2.29000 3.05800 -6.70800
H14 2.58900 2.41600 -7.36900
H15 3.00100 3.70000 -6.80200
O8 4.37600 3.66900 -9.75100
H16 3.90000 2.89200 -9.42100
H17 5.20900 3.56600 -9.31500
O9 6.41900 0.60000 -6.18300
H18 5.79700 0.35200 -6.95200
H19 5.79800 0.56900 -5.43300
O10 4.56200 1.24800 -11.42000
H20 4.87500 0.37900 -11.46100
H21 4.18700 1.33700 -10.52100
O11 6.60500 4.00800 -8.43300
H22 6.22400 4.88100 -8.52300
H23 7.45300 4.02500 -8.85700
O12 4.01000 -0.98500 -5.37300
H24 4.12000 -1.65100 -4.73400
H25 3.83100 -1.60600 -6.08800
O13 1.14600 0.07100 -7.36400
H26 0.39500 0.21000 -7.93800
H27 1.88600 0.44400 -7.86200
O14 6.25400 -1.45500 -8.71900
H28 6.27700 -1.87200 -7.91800
H29 5.82300 -2.11100 -9.27700

Values from the calculation:
Net charge   -1
HOMO energy   -6.2336 eV
Max |F|   0.0758 hartree/bohr
Relative energy (zero: lowest compared OMol25 entry of this formula, charge and spin)   26.6 kcal per mole